Formula: C56H86F21N5O6P2
Source: OMol25
Level of theory: ωB97M-V/def2-TZVPD

maximum force = 4.18 eV/Å
LUMO level (alpha / beta) = 0.0594 / 0.0594 Eh
spin multiplicity = 2
DFT total energy = -5690.86280 Eh
orbital gap (alpha / beta) = 0.06582 / 0.31078 Ha
total charge = -1

Positions of all 176 atoms, in Å:
P: 5.03 -0.03 2.76
P: 0.45 2.02 -3.46
F: 5.63 -1.48 2.50
F: 1.66 2.15 -4.58
F: -7.43 5.17 -2.34
F: 0.86 -3.94 -3.10
F: 4.20 -0.40 4.06
F: 3.60 -0.29 1.85
F: 5.83 0.36 1.39
F: -6.58 -6.31 1.69
F: -0.17 -4.50 -4.97
F: -6.65 -4.13 1.96
F: -6.55 -5.58 3.68
F: -6.32 5.74 -0.63
F: -0.23 3.31 -4.16
F: 6.40 0.24 3.61
F: 1.07 0.67 -2.80
F: 1.27 2.88 -2.31
F: 4.68 1.55 2.87
F: -0.25 1.05 -4.55
F: -0.86 1.90 -2.51
F: -0.43 -5.62 -3.09
F: -7.60 4.10 -0.35
O: -3.94 -5.21 3.45
O: -4.79 3.46 -0.77
O: -1.16 -2.44 -2.44
O: -2.49 -3.91 -3.58
O: -5.54 3.28 -2.89
O: -4.10 -5.21 1.11
N: 5.19 -1.20 -5.82
N: -3.28 6.03 5.99
N: 0.08 1.81 1.84
N: 1.86 -0.17 5.44
N: -3.89 -1.89 3.79
C: -6.17 -5.35 2.46
C: 4.68 -1.69 -3.27
C: -6.80 4.66 -1.25
C: -4.22 5.00 6.26
C: 6.27 0.56 -7.24
C: 0.36 0.24 1.82
C: -0.23 -1.02 5.17
C: -3.53 -0.87 4.64
C: 0.51 -6.33 1.80
C: -0.17 -6.00 4.13
C: 1.21 -4.32 2.98
C: 0.62 -0.45 0.47
C: -4.51 2.34 -3.27
C: -2.22 -1.49 -2.16
C: 4.70 -2.60 -6.20
C: -4.77 6.00 4.26
C: -0.26 -0.16 6.26
C: -5.10 4.99 5.20
C: -5.60 3.69 -1.60
C: -0.28 2.29 3.27
C: 0.03 6.65 0.25
C: -0.81 3.76 3.25
C: -2.90 -1.60 -0.80
C: -2.34 -5.82 -0.39
C: -1.43 -3.53 -3.18
C: -0.28 -4.40 -3.64
C: -0.16 -6.74 2.94
C: 3.93 -1.43 -2.02
C: 2.10 5.93 1.34
C: 1.40 2.59 1.43
C: -2.11 3.92 2.39
C: -4.23 -1.31 2.54
C: -3.64 0.33 3.99
C: -4.61 -5.23 2.41
C: 1.24 -5.12 1.85
C: 1.85 6.88 2.34
C: -1.69 3.52 0.99
C: 2.92 -4.14 -7.31
C: 7.31 -0.37 -6.66
C: 0.57 -4.78 4.11
C: -1.07 2.15 0.86
C: 4.45 -0.76 -4.50
C: 4.51 -2.13 -0.81
C: 4.92 -0.24 -7.00
C: 3.23 -2.83 -6.53
C: -4.12 0.08 2.67
C: -0.17 7.58 1.26
C: 1.06 0.25 6.50
C: -3.75 6.71 4.91
C: 1.21 5.83 0.28
C: -3.96 2.84 -4.69
C: 0.86 -1.95 0.69
C: -2.68 -5.19 0.92
C: 1.10 -1.06 4.67
C: 0.77 7.72 2.23
C: 6.70 -1.20 -5.53
H: 1.79 -4.86 0.96
H: 2.81 0.16 5.30
H: 4.62 -2.76 -3.47
H: 1.47 0.85 7.29
H: 1.57 2.60 0.35
H: 1.73 -2.07 1.33
H: -3.02 2.37 -4.95
H: -2.61 4.88 2.41
H: -4.38 0.88 1.99
H: 6.50 0.51 -8.31
H: -1.05 1.58 3.58
H: 3.42 -4.20 -8.27
H: -5.18 6.11 3.26
H: -0.60 6.59 -0.62
H: -4.97 1.37 -3.45
H: 3.81 -0.38 -1.73
H: -3.58 -2.44 -0.70
H: -3.21 7.56 4.51
H: 0.81 8.57 2.89
H: 7.08 -2.22 -5.62
H: -1.82 -0.49 -2.33
H: 5.73 -1.52 -3.01
H: 0.61 -4.14 4.97
H: -2.94 -6.72 -0.55
H: 1.51 -0.08 -0.03
H: 7.80 -0.99 -7.40
H: 5.53 -1.81 -0.58
H: 0.10 -2.54 1.20
H: 1.11 -2.48 -0.24
H: -2.55 6.27 6.65
H: 6.95 -0.85 -4.53
H: 4.56 -3.21 -0.92
H: -1.25 -5.84 -0.48
H: -4.50 -1.90 1.68
H: -0.23 -0.35 -0.21
H: 0.61 2.14 3.88
H: 1.85 -3.44 2.97
H: 1.48 5.12 -0.48
H: 2.86 -1.90 -6.95
H: 5.26 -2.90 -7.08
H: -4.61 2.52 -5.50
H: -5.92 4.29 5.22
H: -0.64 1.99 -0.13
H: 1.49 -1.64 3.84
H: -3.84 -2.88 3.95
H: 1.15 3.62 1.71
H: -2.20 -1.47 0.03
H: -0.93 -1.70 4.71
H: -2.39 -4.14 0.96
H: -3.50 1.26 4.52
H: -2.13 -5.76 1.67
H: 5.11 -3.25 -5.42
H: -1.85 1.38 0.83
H: -0.93 8.33 1.14
H: -1.06 0.07 6.93
H: -0.58 -6.17 5.11
H: -1.11 3.97 4.27
H: 3.37 -0.64 -4.66
H: 1.88 -4.04 -7.63
H: 0.56 -7.04 0.99
H: 4.94 0.20 -4.36
H: 3.10 -5.07 -6.78
H: -2.79 3.22 2.89
H: -1.01 4.24 0.54
H: -0.49 -0.22 2.31
H: -3.47 -0.67 -0.84
H: -3.87 3.93 -4.67
H: 8.10 0.25 -6.23
H: 2.57 7.03 3.13
H: 2.69 -3.01 -5.59
H: 2.33 2.25 1.87
H: 1.20 0.03 2.47
H: -4.00 4.26 7.01
H: -2.66 -5.20 -1.22
H: -2.66 3.45 0.49
H: -3.74 2.27 -2.50
H: 4.18 0.50 -6.69
H: -0.69 -7.68 2.95
H: 3.98 -1.84 0.10
H: 4.63 -0.76 -7.92
H: -3.19 -1.15 5.63
H: -3.03 -1.75 -2.85
H: 2.88 -1.67 -2.19
H: 6.29 1.48 -6.66
H: 3.02 5.37 1.21
H: -0.08 4.52 2.96

Here are the Löwdin charges for atoms 1 to 2, given in e: number 1, P, carries 0.19; number 2, P, carries 0.20

---

Formula: C56H91BN13O8Pb
Source: OMol25
Level of theory: ωB97M-V/def2-TZVPD

maximum force = 1.71 eV/Å
LUMO level = -0.1385 Eh
spin multiplicity = 1
relative energy (zero: lowest compared OMol25 entry of this formula, charge and spin) = 0.0000 eV
DFT total energy = -3719.87998 Eh
orbital gap = 0.32966 Ha
total charge = +1

Positions of all 170 atoms, in Å:
Pb: 8.72 -8.05 11.53
O: 10.78 -15.87 15.04
O: 9.79 -14.42 13.64
O: 7.57 -13.57 13.21
O: 8.79 -13.06 15.29
O: 9.34 -12.07 13.13
O: 8.33 -10.52 11.84
O: 9.55 -14.19 17.08
O: 6.11 -12.37 12.01
N: 8.56 -8.62 14.12
N: 11.07 -9.31 11.68
N: 8.60 -9.30 9.26
N: 6.73 -11.03 17.99
N: 9.78 -15.17 20.66
N: 4.64 -16.11 8.54
N: 5.29 -8.90 6.72
N: 14.45 -15.31 17.66
N: 2.22 -14.82 14.75
N: 10.13 -10.93 19.71
N: 10.99 -20.91 16.32
N: 6.08 -8.68 11.83
N: -0.81 -13.33 11.72
C: 0.33 -13.20 11.81
C: 4.10 -9.88 14.45
C: 3.90 -16.43 11.99
C: 2.48 -12.43 10.65
C: 7.04 -12.04 18.43
C: 7.17 -12.54 12.52
C: 8.60 -7.72 6.06
C: 11.79 -17.91 18.94
C: 12.83 -11.15 12.25
C: 5.86 -11.79 8.60
C: 14.56 -15.20 14.17
C: 11.92 -13.03 10.81
C: 9.45 -14.02 15.90
C: 3.03 -14.49 15.49
C: 8.65 -9.19 8.11
C: 13.40 -12.29 19.32
C: 8.37 -11.56 12.45
C: 5.05 -10.51 8.79
C: 3.96 -9.75 12.92
C: 8.15 -18.67 15.31
C: 5.17 -9.61 7.62
C: 14.42 -15.76 16.61
C: 7.48 -13.34 18.96
C: 10.74 -17.31 18.02
C: 5.62 -12.58 7.32
C: 8.70 -9.12 6.66
C: 14.35 -16.28 15.25
C: 8.38 -7.82 4.55
C: 11.84 -10.12 11.93
C: 10.93 -11.75 19.60
C: 2.16 -13.21 9.38
C: 11.87 -9.62 15.49
C: 10.45 -19.25 14.37
C: 1.78 -13.05 11.88
C: 5.14 -9.14 12.29
C: 9.45 -16.94 18.79
C: 10.79 -10.64 15.83
C: 8.92 -9.26 15.00
C: 6.03 -15.68 15.98
C: 10.10 -14.91 14.83
C: 5.10 -15.54 12.35
C: 9.40 -10.03 16.11
C: 13.66 -13.98 14.41
C: 5.37 -10.59 14.87
C: 10.73 -20.17 15.48
C: 6.79 -12.77 21.32
C: 4.03 -17.32 10.76
C: 4.06 -14.11 16.46
C: 13.09 -12.08 11.05
C: 6.66 -13.78 20.18
C: 8.97 -19.04 14.07
C: 4.36 -16.65 9.52
C: 5.52 -14.24 15.96
C: 13.51 -11.14 18.32
C: 9.65 -15.97 19.84
C: 11.96 -12.79 19.48
B: 8.87 -13.29 13.85
H: 4.72 -14.92 13.17
H: 11.08 -11.09 16.78
H: 11.62 -8.97 14.65
H: 13.33 -16.68 15.15
H: 12.14 -17.19 19.67
H: 8.66 -10.80 16.34
H: 15.04 -17.11 15.10
H: 6.08 -16.01 17.02
H: 8.76 -16.40 18.13
H: 8.53 -19.88 13.53
H: 7.13 -18.46 14.98
H: 5.47 -10.75 15.94
H: 7.76 -7.19 6.51
H: 12.60 -18.30 18.34
H: 11.56 -13.47 11.75
H: 3.54 -12.38 10.92
H: 13.73 -10.63 12.57
H: 6.94 -11.54 8.60
H: 5.55 -11.53 14.34
H: 7.43 -14.05 18.13
H: 7.83 -12.65 21.62
H: 3.98 -8.91 14.92
H: 5.61 -13.83 19.85
H: 2.15 -14.07 11.98
H: 4.81 -18.06 10.94
H: 7.86 -9.76 6.35
H: 4.58 -12.93 7.29
H: 10.41 -17.94 17.19
H: 3.02 -15.80 11.85
H: 3.79 -10.70 12.40
H: 7.04 -15.68 15.58
H: 9.51 -9.37 16.98
H: 2.06 -11.43 10.52
H: 6.36 -11.81 21.05
H: 2.70 -12.77 8.54
H: 3.86 -13.07 16.72
H: 11.61 -13.34 18.59
H: 5.97 -16.05 12.77
H: 14.52 -10.79 18.10
H: 3.06 -9.19 12.66
H: 6.10 -13.62 16.64
H: 5.80 -11.94 6.45
H: 13.25 -11.44 10.19
H: 5.66 -13.83 14.95
H: 6.33 -13.17 22.23
H: 9.21 -8.21 3.97
H: 10.71 -11.40 15.05
H: 3.11 -17.90 10.62
H: 13.79 -13.67 15.45
H: 12.03 -8.94 16.33
H: 1.12 -13.15 9.09
H: 9.60 -9.64 6.32
H: 13.99 -12.63 11.32
H: 3.69 -17.03 12.87
H: 12.62 -14.15 14.16
H: 8.10 -19.50 16.01
H: 3.94 -14.73 17.35
H: 12.40 -11.70 13.10
H: 3.21 -10.42 14.80
H: 7.50 -8.46 4.44
H: 12.91 -10.28 18.61
H: 11.07 -12.52 10.36
H: 14.36 -15.59 13.18
H: 13.10 -11.51 17.37
H: 11.36 -18.74 19.50
H: 11.08 -16.42 17.48
H: 2.07 -12.46 12.75
H: 6.26 -10.00 14.58
H: 6.31 -13.41 7.19
H: 12.85 -10.08 15.37
H: 10.92 -18.30 14.66
H: 8.87 -18.20 13.37
H: 2.55 -14.22 9.44
H: 5.24 -9.93 9.69
H: 5.41 -16.37 15.41
H: 9.52 -7.18 6.28
H: 6.96 -14.75 20.55
H: 14.03 -13.14 19.08
H: 10.95 -19.69 13.51
H: 8.17 -6.83 4.13
H: 4.00 -10.77 8.93
H: 5.80 -12.37 9.52
H: 8.52 -13.14 19.22
H: 15.60 -14.88 14.23
H: 13.99 -13.13 13.81
H: 13.79 -11.94 20.28
H: 8.95 -17.80 19.23
H: 5.36 -14.81 11.59
H: 8.51 -17.77 15.81
H: 12.24 -13.89 10.23
H: 11.92 -13.40 20.38

Here are the Löwdin charges for atoms 1 to 2, given in e: number 1, Pb, carries 1.40; number 2, O, carries 0.15

---

Q: The highest DFT total energy belongs to which entry?
A: C56H91BN13O8Pb

---

Q: Which formula does entry 1 have?
A: C56H86F21N5O6P2